1.
Molecular formula: C66H105N15
Method: DFT, ωB97M-V/def2-TZVPD

Geometry as XYZ:
```
186
C66H105N15, DFT ωB97M-V/def2-TZVPD
N 2.566 -2.259 5.064
C 3.255 -1.365 4.353
C 2.608 -1.185 3.125
C 1.420 -1.933 3.152
C 1.391 -2.570 4.381
H 2.771 -2.512 6.020
H 4.190 -0.911 4.646
H 3.012 -0.540 2.359
H 0.712 -1.984 2.339
H 0.689 -3.282 4.790
N 0.474 -5.396 -0.118
C 1.467 -4.616 0.407
C 0.956 -3.727 1.369
C -0.384 -4.018 1.532
C -0.646 -5.076 0.603
H 0.499 -6.065 -0.874
H 2.444 -4.890 0.038
H 1.475 -3.014 1.993
H -1.128 -3.492 2.111
H -1.569 -5.554 0.312
N 3.868 2.930 -0.930
C 4.524 4.046 -1.412
C 3.754 4.538 -2.476
C 2.706 3.616 -2.663
C 2.840 2.599 -1.794
H 4.138 2.269 -0.217
H 5.385 4.446 -0.896
H 3.939 5.458 -3.011
H 1.996 3.653 -3.476
H 2.325 1.656 -1.692
N 0.769 4.635 0.789
C 2.036 4.421 0.312
C 2.860 4.297 1.421
C 1.998 4.238 2.545
C 0.720 4.473 2.146
H -0.076 4.680 0.238
H 2.230 4.453 -0.750
H 3.928 4.139 1.452
H 2.268 4.016 3.567
H -0.194 4.409 2.717
N -1.249 3.163 -1.126
C -1.607 4.480 -0.999
C -0.613 5.235 -1.613
C 0.320 4.283 -2.072
C -0.067 2.994 -1.769
H -1.827 2.359 -0.929
H -2.537 4.790 -0.545
H -0.570 6.294 -1.819
H 1.139 4.438 -2.758
H 0.317 2.039 -2.095
N -0.296 -3.327 -1.591
C -1.359 -3.156 -2.405
C -0.935 -2.641 -3.647
C 0.411 -2.266 -3.469
C 0.789 -2.711 -2.187
H -0.283 -3.830 -0.715
H -2.356 -3.493 -2.161
H -1.615 -2.498 -4.474
H 0.995 -1.873 -4.288
H 1.782 -2.694 -1.765
N -2.283 3.567 2.443
C -2.881 4.746 2.856
C -2.330 5.803 2.170
C -1.504 5.299 1.183
C -1.511 3.919 1.358
H -2.538 2.653 2.790
H -3.578 4.746 3.682
H -2.445 6.866 2.323
H -0.988 5.831 0.398
H -1.056 3.135 0.769
N -2.224 -0.789 3.660
C -1.197 -1.674 3.823
C -1.660 -2.930 3.620
C -3.061 -2.887 3.395
C -3.343 -1.525 3.389
H -2.158 0.218 3.672
H -0.182 -1.332 3.959
H -1.143 -3.877 3.658
H -3.766 -3.704 3.344
H -4.284 -1.005 3.289
N -3.732 1.040 2.729
C -3.713 1.753 3.886
C -2.385 1.964 4.167
C -1.578 1.490 3.088
C -2.451 0.876 2.273
H -4.535 0.744 2.193
H -4.632 2.113 4.324
H -2.084 2.517 5.045
H -0.504 1.606 3.059
H -2.326 0.220 1.425
N -1.852 0.803 -0.469
C -2.637 1.832 0.054
C -3.969 1.486 -0.185
C -4.029 0.344 -0.949
C -2.731 -0.137 -0.979
H -0.846 0.722 -0.493
H -2.146 2.656 0.549
H -4.845 2.068 0.062
H -4.874 -0.134 -1.422
H -2.410 -1.078 -1.402
N 5.797 1.993 0.580
C 5.215 0.859 0.183
C 3.895 0.868 0.613
C 3.678 2.079 1.326
C 4.878 2.759 1.301
H 6.713 2.311 0.296
H 5.729 0.167 -0.467
H 3.208 0.062 0.403
H 2.799 2.417 1.855
H 5.156 3.742 1.651
N -0.283 1.658 -4.306
C -0.127 0.331 -4.435
C 1.146 0.214 -4.993
C 1.690 1.439 -5.188
C 0.788 2.381 -4.740
H -1.060 2.128 -3.863
H -0.853 -0.373 -4.054
H 1.757 -0.613 -5.323
H 2.660 1.658 -5.609
H 0.854 3.456 -4.656
C 0.199 2.027 1.586
C 0.877 1.211 0.477
N -0.117 0.168 0.089
C -0.378 -0.743 1.234
C -1.567 -1.634 1.082
C 0.297 -0.557 -1.129
C 0.426 0.355 -2.357
H -0.880 2.134 1.476
H 0.679 2.991 1.757
H 0.377 1.527 2.539
H 0.947 1.933 -0.336
H 1.901 0.880 0.650
H 0.507 -1.371 1.339
H -0.492 -0.263 2.206
H -1.348 -2.324 0.268
H -1.718 -2.365 1.877
H -2.522 -1.125 0.950
H -0.443 -1.284 -1.464
H 1.257 -1.036 -0.940
H -0.544 0.816 -2.541
H 0.700 -0.208 -3.250
H 1.196 1.124 -2.300
C -2.909 -3.190 1.165
C -3.557 -3.512 -0.178
N -5.004 -3.213 -0.247
C -5.499 -3.074 -1.633
C -5.182 -1.707 -2.237
C -5.642 -4.384 0.380
C -7.199 -4.298 0.393
H -3.418 -3.534 2.066
H -2.754 -2.123 1.324
H -1.875 -3.533 1.199
H -3.105 -3.032 -1.047
H -3.393 -4.578 -0.337
H -5.168 -3.905 -2.255
H -6.581 -3.173 -1.718
H -4.176 -1.379 -1.977
H -5.343 -1.726 -3.315
H -5.948 -1.021 -1.877
H -5.354 -4.476 1.428
H -5.337 -5.357 -0.006
H -7.625 -4.850 -0.445
H -7.563 -3.272 0.351
H -7.689 -4.692 1.283
C 2.584 -2.349 0.133
C 4.020 -2.026 -0.364
N 4.163 -2.060 -1.865
C 5.576 -2.000 -2.224
C 5.930 -2.398 -3.676
C 3.293 -1.068 -2.582
C 3.574 0.391 -2.215
H 1.943 -1.475 0.014
H 2.534 -2.608 1.191
H 1.992 -3.116 -0.366
H 4.291 -1.032 -0.009
H 4.666 -2.744 0.141
H 5.973 -1.002 -2.039
H 6.216 -2.625 -1.600
H 6.983 -2.546 -3.913
H 5.333 -3.278 -3.913
H 5.520 -1.673 -4.380
H 2.235 -1.220 -2.366
H 3.384 -1.310 -3.641
H 3.044 0.663 -1.303
H 3.226 1.053 -3.009
H 4.605 0.546 -1.898
```

Computed properties:
Maximum force   14.157 eV/Å
Spin multiplicity   1
Total charge   0
LUMO   0.43 eV

***

2.
Molecular formula: C40H52FN8O7PSY
Method: DFT, ωB97M-V/def2-TZVPD

Geometry as XYZ:
```
111
C40H52FN8O7PSY, DFT ωB97M-V/def2-TZVPD
Y 0.287 0.981 0.169
C -4.609 1.882 -1.676
C -3.313 2.621 -1.512
C -3.071 3.367 -0.363
C -1.834 3.941 -0.117
C -1.566 4.720 1.135
C -0.821 3.762 -1.061
C -1.058 3.093 -2.259
C -0.002 3.040 -3.328
C -2.308 2.513 -2.462
H -5.468 2.554 -1.622
H -4.717 1.138 -0.885
H -4.645 1.359 -2.632
H -3.847 3.444 0.390
H -1.589 5.793 0.931
H -0.585 4.463 1.533
H -2.318 4.507 1.894
H 0.162 4.187 -0.877
H -0.278 2.330 -4.107
H 0.963 2.744 -2.920
H 0.105 4.022 -3.796
H -2.487 1.942 -3.367
C 3.682 0.527 -2.934
C 3.065 0.571 -1.551
O 1.944 1.183 -1.456
C 3.751 -0.068 -0.531
C 3.385 -0.021 0.852
C 4.223 -0.744 1.873
N 2.346 0.664 1.188
N 1.975 0.736 2.543
C 1.064 1.959 2.690
O 0.794 2.614 1.564
C 1.439 2.852 3.848
C 2.693 2.823 4.433
C 2.990 3.672 5.492
C 2.029 4.541 5.980
C 0.765 4.564 5.402
C 0.474 3.727 4.339
H 3.430 1.439 -3.476
H 3.265 -0.319 -3.480
H 4.763 0.412 -2.896
H 4.671 -0.577 -0.786
H 5.061 -1.252 1.401
H 3.615 -1.476 2.404
H 4.589 -0.043 2.621
H 3.425 2.120 4.060
H 3.974 3.645 5.942
H 2.258 5.194 6.812
H 0.003 5.231 5.788
H -0.507 3.736 3.885
O -0.310 -0.544 -1.621
P -0.174 -1.869 -2.287
N -1.656 -2.335 -2.837
C -2.117 -3.705 -3.070
C -3.472 -3.511 -3.741
C -4.003 -2.253 -3.062
C -2.764 -1.369 -2.944
N 0.423 -3.110 -1.395
C -0.314 -3.439 -0.145
C 0.709 -4.202 0.678
C 1.995 -3.462 0.350
C 1.879 -3.212 -1.149
N 0.906 -1.740 -3.551
C 0.772 -0.530 -4.371
C 1.619 -0.816 -5.627
C 2.018 -2.296 -5.515
C 1.044 -2.852 -4.485
H -2.233 -4.247 -2.129
H -1.415 -4.263 -3.694
H -4.120 -4.378 -3.614
H -3.337 -3.339 -4.811
H -4.371 -2.485 -2.061
H -4.803 -1.769 -3.622
H -2.790 -0.722 -2.068
H -2.641 -0.744 -3.837
H -1.215 -4.005 -0.361
H -0.602 -2.526 0.378
H 0.770 -5.244 0.353
H 0.462 -4.183 1.740
H 2.900 -4.016 0.608
H 2.009 -2.507 0.875
H 2.291 -4.047 -1.730
H 2.392 -2.297 -1.444
H 1.102 0.333 -3.796
H -0.277 -0.366 -4.655
H 2.494 -0.170 -5.672
H 1.035 -0.634 -6.529
H 3.035 -2.390 -5.134
H 1.967 -2.822 -6.468
H 1.409 -3.744 -3.978
H 0.079 -3.095 -4.956
F -3.946 -1.245 4.286
C -2.763 -0.949 4.834
C -1.607 -1.192 4.203
N -0.387 -0.931 4.789
C 0.821 -1.025 3.982
C 0.722 -0.118 2.753
O 0.299 -0.748 1.664
O -0.043 1.076 3.069
C -0.299 -0.291 6.005
O 0.742 0.017 6.542
N -1.517 -0.071 6.627
C -2.793 -0.334 6.151
O -3.782 -0.075 6.805
H -1.583 -1.600 3.200
H 0.955 -2.056 3.648
H 1.649 -0.732 4.624
H -1.458 0.393 7.523
S -3.410 -1.689 0.680
C -2.540 -0.311 0.520
N -1.917 0.671 0.393
```

Computed properties:
Relative energy (zero: lowest compared OMol25 entry of this formula, charge and spin)   35.8 kcal/mol
Maximum force   1.357 eV/Å
Spin multiplicity   1
Total charge   -1
LUMO   2.27 eV

***

3.
Molecular formula: C26H34N4O4S
Method: DFT, ωB97M-V/def2-TZVPD

Geometry as XYZ:
```
69
C26H34N4O4S, DFT ωB97M-V/def2-TZVPD
C 4.921 6.648 3.550
C 4.699 5.249 2.997
O 4.157 5.387 1.696
C 3.860 4.287 0.982
C 4.045 2.985 1.412
C 3.696 1.918 0.583
C 3.166 2.155 -0.682
C 2.978 3.472 -1.119
C 3.313 4.536 -0.312
O 3.171 5.842 -0.630
C 2.617 6.176 -1.890
C 2.553 7.693 -1.973
H 3.550 8.112 -1.874
H 2.131 7.992 -2.928
H 1.933 8.082 -1.170
H 1.611 5.745 -1.984
H 3.247 5.775 -2.695
H 2.563 3.605 -2.104
C 2.802 1.040 -1.549
O 2.365 1.158 -2.673
N 2.996 -0.233 -1.000
C 3.523 -0.465 0.236
N 3.866 0.615 0.985
H 4.258 0.413 1.895
S 3.782 -1.967 0.874
C 2.570 -1.354 -1.832
C 1.069 -1.485 -1.811
C 0.317 -1.259 -2.956
C -1.060 -1.363 -2.913
C -1.712 -1.697 -1.731
C -0.958 -1.904 -0.579
C 0.419 -1.799 -0.623
H 0.997 -1.967 0.274
H -1.436 -2.124 0.365
C -3.204 -1.784 -1.761
O -3.874 -1.200 -2.594
N -3.751 -2.552 -0.794
H -3.183 -3.127 -0.190
C -5.163 -2.829 -0.704
H -5.605 -2.241 0.109
C -5.362 -4.326 -0.444
N -4.551 -4.739 0.685
C -4.093 -6.113 0.634
C -5.193 -7.181 0.654
H -4.745 -8.171 0.658
H -5.829 -7.093 -0.223
H -5.815 -7.081 1.541
H -3.424 -6.264 1.486
H -3.499 -6.230 -0.278
C -5.045 -4.309 1.986
C -4.063 -3.342 2.649
H -3.084 -3.806 2.735
H -3.966 -2.430 2.066
H -4.412 -3.080 3.646
H -5.186 -5.171 2.646
H -6.018 -3.820 1.877
H -6.436 -4.528 -0.302
H -5.022 -4.879 -1.323
H -5.631 -2.525 -1.643
H -1.657 -1.181 -3.794
H 0.812 -0.988 -3.875
H 3.044 -2.256 -1.438
H 2.916 -1.159 -2.849
H 4.456 2.773 2.386
H 4.001 4.693 3.637
H 5.650 4.702 2.952
H 5.606 7.194 2.908
H 5.337 6.588 4.551
H 3.978 7.185 3.585
```

Computed properties:
Relative energy (zero: lowest compared OMol25 entry of this formula, charge and spin)   40.7 kcal/mol
Maximum force   0.967 eV/Å
Spin multiplicity   1
Total charge   0
LUMO   0.49 eV

***

4.
Molecular formula: C18H26BF6NO9
Method: DFT, ωB97M-V/def2-TZVPD

Geometry as XYZ:
```
61
C18H26BF6NO9, DFT ωB97M-V/def2-TZVPD
C 4.752 -1.607 1.298
C 3.865 -1.931 0.097
O 2.685 -1.121 0.082
B 2.758 0.147 -0.390
O 3.588 0.484 -1.443
C 1.831 1.271 0.219
C 0.658 1.736 -0.236
C -0.143 1.290 -1.416
C -0.937 0.006 -1.081
C -1.924 0.154 0.072
C -2.341 -1.205 0.633
N -3.373 -1.095 1.670
C 0.209 2.837 0.669
O -0.826 3.426 0.711
O 1.240 3.078 1.573
C 2.127 2.026 1.469
O 2.941 1.791 2.315
H 5.787 -1.866 1.066
H 4.713 -0.544 1.548
H 4.419 -2.159 2.177
H 3.539 -2.971 0.164
H 4.429 -1.834 -0.832
H 3.947 1.371 -1.318
H -0.833 2.077 -1.725
H 0.539 1.055 -2.237
H -1.476 -0.332 -1.966
H -0.211 -0.776 -0.827
H -1.499 0.725 0.902
H -2.824 0.688 -0.251
H -2.687 -1.855 -0.177
H -1.457 -1.676 1.080
H -4.238 -1.541 1.404
H -3.566 -0.132 1.907
C 0.006 1.564 6.719
C 0.074 0.372 5.791
O -0.867 -0.653 6.178
C -2.121 -0.460 5.796
O -2.553 0.465 5.178
C -2.984 -1.662 6.232
F -2.740 -1.996 7.504
F -2.711 -2.721 5.462
F -4.275 -1.373 6.114
H 0.161 1.252 7.752
H 0.777 2.285 6.451
H -0.963 2.057 6.654
H 1.047 -0.110 5.845
H -0.109 0.656 4.755
C 1.181 -0.306 -7.734
C 0.001 -1.176 -7.366
O -0.712 -0.641 -6.229
C -1.556 0.346 -6.484
O -1.800 0.838 -7.544
C -2.248 0.778 -5.176
F -1.360 0.911 -4.182
F -3.144 -0.147 -4.808
F -2.876 1.934 -5.336
H 1.840 -0.176 -6.875
H 1.746 -0.770 -8.541
H 0.855 0.679 -8.065
H 0.327 -2.163 -7.048
H -0.690 -1.296 -8.199
```

Computed properties:
Maximum force   0.867 eV/Å
Spin multiplicity   1
Total charge   0
LUMO   -0.78 eV

***

5.
Molecular formula: C16H16Cl8OTc
Method: DFT, ωB97M-V/def2-TZVPD

Geometry as XYZ:
```
42
C16H16Cl8OTc, DFT ωB97M-V/def2-TZVPD
C 0.794 -1.595 -0.305
C 0.563 -1.291 -1.745
C -0.894 -1.335 -1.903
C 1.449 -1.889 -2.819
C -1.507 -1.541 -0.638
C -0.492 -1.718 0.338
C -0.703 -2.225 1.716
C 2.000 -2.347 0.135
C -1.603 -1.347 -3.199
C -2.988 -1.600 -0.418
Tc 0.744 0.479 -0.999
Cl 1.527 1.481 -2.730
Cl 3.103 0.634 0.200
Cl -1.118 1.565 -0.970
H 2.462 -2.023 -2.420
H 1.471 -1.248 -3.711
H 1.068 -2.890 -3.100
H -1.020 -0.834 -3.962
H -2.581 -0.845 -3.123
H -1.797 -2.372 -3.555
H -3.450 -0.719 -0.853
H -3.215 -1.622 0.647
H -3.422 -2.478 -0.879
H -1.681 -1.917 2.114
H 0.108 -1.808 2.319
H -0.676 -3.325 1.763
H 2.852 -2.208 -0.529
H 1.729 -3.419 0.112
H 2.271 -2.045 1.155
O 1.500 0.262 3.531
H 0.508 0.101 3.256
Cl 2.615 3.840 -0.406
C 1.424 3.622 0.827
C 0.715 2.440 0.943
C -0.271 2.376 1.892
Cl -1.255 0.970 2.133
C -0.674 3.507 2.681
Cl -2.033 3.454 3.688
C 0.006 4.740 2.513
Cl -0.562 6.146 3.272
C 1.121 4.783 1.609
Cl 1.911 6.239 1.421
```

Computed properties:
Relative energy (zero: lowest compared OMol25 entry of this formula, charge and spin)   98.9 kcal/mol
Maximum force   8.746 eV/Å
Spin multiplicity   4
Total charge   -2
LUMO (alpha / beta)   4.49 / 4.41 eV

***

no.,total energy (hartree)
1,-3396.99695
2,-3398.34201
3,-1929.37874
4,-2057.60238
5,-4456.76830